Record 1
The following is a DFT calculation (ωB97M-V/def2-TZVPD) of a single C6H9N molecule at a distorted geometry.

```
16
Properties=species:S:1:pos:R:3:mulliken_charge:R:1
C -1.94 -0.93 0.29 -0.556
C -1.40 0.28 0.23 -0.235
C 0.93 0.05 0.86 -0.247
C 1.33 1.31 0.70 -0.581
C 0.19 0.09 -1.41 -0.131
C 1.03 -0.74 -0.44 -0.728
N -0.88 0.65 -1.02 -0.410
H -2.84 -1.10 0.86 0.305
H -1.59 -1.72 -0.37 0.188
H -1.57 1.07 0.97 0.402
H 0.57 -0.37 1.79 0.393
H 1.08 2.16 1.33 0.303
H 1.90 1.54 -0.20 0.209
H 0.49 0.26 -2.44 0.407
H 0.67 -1.77 -0.42 0.310
H 2.08 -0.77 -0.74 0.371
```

Values from the calculation:
**Multiplicity**: 1
**SMILES**: C=CC/C=N\C=C
**Lowest unoccupied orbital energy**: 0.9541 eV
**Frontier orbital gap**: 9.5 eV
**Energy relative to the best compared isomer or geometry (same formula, charge and spin)**: 337.7 kJ/mol
**Strongest force on any atom**: 1.5 eV/A
**E**: -288.65342 a.u.


Record 2
The following is a DFT calculation (ωB97M-V/def2-TZVPD) of 7 unconnected molecules or ions with the total composition C21H56O21S7 at a distorted geometry.

```
105
Properties=species:S:1:pos:R:3:mulliken_charge:R:1
O -5.48 8.67 -1.77 -0.598
S -4.13 9.26 -2.04 1.095
O -2.93 8.84 -1.31 -0.572
O -3.81 9.27 -3.60 -0.302
C -2.49 9.20 -4.08 -0.332
C -2.24 7.67 -4.30 -1.022
C -4.27 11.09 -1.90 -0.873
H -1.79 9.63 -3.36 0.386
H -2.56 9.61 -5.08 0.304
H -1.20 7.50 -4.58 0.360
H -2.97 7.23 -4.98 0.296
H -2.35 7.25 -3.30 0.296
H -3.31 11.42 -2.31 0.303
H -4.35 11.27 -0.82 0.342
H -5.10 11.56 -2.42 0.317
O -8.83 -0.19 2.93 -0.574
S -9.54 -1.43 3.09 1.143
O -9.95 -1.95 4.38 -0.585
O -10.88 -1.46 2.06 -0.348
C -10.83 -0.81 0.79 -0.295
C -11.67 0.48 0.82 -1.037
C -8.47 -2.74 2.35 -0.878
H -11.21 -1.50 0.04 0.410
H -9.84 -0.55 0.40 0.306
H -11.04 1.31 0.49 0.300
H -11.90 0.76 1.85 0.304
H -12.58 0.43 0.23 0.292
H -8.82 -3.67 2.79 0.316
H -7.46 -2.61 2.73 0.333
H -8.55 -2.72 1.26 0.313
O 0.12 -5.69 -4.05 -0.567
S -0.93 -6.64 -4.36 1.100
O -0.56 -7.68 -5.27 -0.591
O -1.57 -7.41 -2.96 -0.321
C -2.50 -8.48 -3.16 -0.067
C -3.07 -8.80 -1.76 -1.264
C -2.46 -5.82 -5.04 -0.892
H -1.97 -9.33 -3.59 0.298
H -3.30 -8.16 -3.83 0.280
H -3.80 -9.60 -1.83 0.385
H -3.62 -7.93 -1.39 0.312
H -2.24 -9.03 -1.10 0.318
H -2.18 -5.12 -5.83 0.365
H -2.96 -5.36 -4.19 0.322
H -3.05 -6.64 -5.46 0.320
O -2.04 0.41 -1.72 -0.598
S -1.77 0.12 -0.33 1.150
O -1.93 -1.19 0.24 -0.571
O -0.21 0.61 0.00 -0.344
C 0.44 0.06 1.19 -0.310
C 1.34 -1.24 0.84 -1.080
C -2.68 1.35 0.65 -0.901
H -0.37 -0.20 1.87 0.295
H 1.02 0.83 1.70 0.397
H 0.82 -2.12 0.45 0.295
H 2.02 -1.48 1.66 0.358
H 1.99 -0.95 0.02 0.305
H -2.76 2.28 0.10 0.352
H -2.43 1.33 1.71 0.305
H -3.73 1.07 0.53 0.349
O 0.32 0.00 7.66 -0.608
S 0.18 -1.27 8.49 1.110
O -0.92 -1.52 9.37 -0.587
O 0.36 -2.61 7.50 -0.299
C -0.50 -3.74 7.68 -0.150
C -0.11 -4.54 6.46 -1.173
C 1.73 -1.46 9.36 -0.829
H -1.52 -3.38 7.58 0.287
H -0.42 -4.15 8.69 0.352
H 0.90 -4.93 6.62 0.293
H -0.13 -3.93 5.56 0.287
H -0.80 -5.36 6.25 0.388
H 1.49 -1.15 10.38 0.329
H 2.53 -0.79 9.04 0.315
H 2.02 -2.51 9.30 0.286
O 6.11 5.25 4.09 -0.597
S 5.47 6.64 4.05 1.089
O 4.97 7.30 5.22 -0.561
O 6.49 7.69 3.25 -0.309
C 7.59 7.17 2.55 -0.156
C 7.97 8.14 1.40 -1.188
C 4.03 6.67 2.93 -0.873
H 7.39 6.17 2.15 0.350
H 8.50 7.04 3.12 0.266
H 8.33 9.12 1.74 0.301
H 7.24 8.34 0.61 0.332
H 8.80 7.69 0.85 0.370
H 4.27 6.19 1.98 0.311
H 3.69 7.68 2.72 0.322
H 3.29 6.02 3.39 0.345
O 7.67 -6.31 -6.26 -0.550
S 8.46 -5.52 -5.32 1.078
O 8.31 -5.77 -3.86 -0.587
O 10.11 -5.74 -5.64 -0.318
C 10.53 -5.36 -6.96 -0.227
C 11.47 -6.41 -7.54 -1.190
C 8.35 -3.57 -5.52 -0.818
H 11.13 -4.46 -6.90 0.280
H 9.67 -5.08 -7.58 0.405
H 11.01 -7.40 -7.55 0.326
H 12.39 -6.31 -6.96 0.289
H 11.64 -6.18 -8.60 0.357
H 8.60 -3.31 -6.55 0.310
H 9.01 -3.01 -4.86 0.304
H 7.31 -3.34 -5.32 0.341
```

Values from the calculation:
**Multiplicity**: 1
**SMILES**: CCOS(C)(=O)=O.CCOS(C)(=O)=O.CCOS(C)(=O)=O.CCOS(C)(=O)=O.CCOS(C)(=O)=O.CCOS(C)(=O)=O.CCOS(C)(=O)=O
**Lowest unoccupied orbital energy**: 0.3291 eV
**Frontier orbital gap**: 11.3 eV
**Energy relative to the best compared isomer or geometry (same formula, charge and spin)**: 543.8 kJ/mol
**Strongest force on any atom**: 5.1 eV/A
**E**: -5200.80409 a.u.


- What is the formula in the second record?
  C21H56O21S7


- The lowest lowest unoccupied orbital energy belongs to which entry?
  C21H56O21S7


- Look up the E of the first one.
  -288.65342 a.u.